[1]
Computed, not measured: a structure of composition C11H20ClO6P in a non-equilibrium geometry, with ωB97M-V/def2-TZVPD.

Positions of all 39 atoms, in Å:
C 0.533 -5.084 2.044
C 0.814 -3.862 2.482
C 1.419 -2.404 2.774
O 2.665 -2.107 2.073
P 2.747 -2.845 0.528
O 3.864 -2.079 -0.256
O 3.304 -4.484 0.606
O 1.312 -2.682 -0.419
Cl 1.209 -1.027 -0.799
H 0.428 -6.220 1.830
H 0.608 -1.573 2.649
H 1.682 -2.386 3.913
H 4.068 -4.498 1.249
C -2.878 -0.045 -3.993
C -3.746 -0.566 -2.872
C -2.779 -0.584 -1.706
O -1.839 0.476 -1.929
C -1.998 0.955 -3.272
H -3.443 0.399 -4.815
H -2.266 -0.859 -4.397
H -4.558 0.141 -2.672
H -4.187 -1.544 -3.075
H -2.219 -1.525 -1.668
H -3.277 -0.436 -0.745
H -2.475 1.939 -3.221
H -1.018 1.066 -3.742
C 1.478 3.930 2.047
C 0.020 3.723 1.710
C 0.100 2.763 0.541
O 1.278 1.969 0.734
C 2.061 2.557 1.782
H 1.648 4.275 3.069
H 1.917 4.662 1.360
H -0.491 3.244 2.553
H -0.511 4.646 1.469
H 0.210 3.300 -0.408
H -0.775 2.112 0.472
H 1.978 1.913 2.664
H 3.110 2.598 1.479

Properties
net charge = 0
gap between HOMO and LUMO = 0.3270 Ha
electronic energy = -45822.3427 eV
2S+1 = 1

---

[2]
Computed, not measured: the molecule C2H2ClFO2 in a non-equilibrium geometry, with ωB97M-V/def2-TZVPD.

Positions of all 8 atoms, in Å:
O 1.524 1.562 -0.621
C 0.703 0.903 -1.156
Cl 0.686 0.680 -2.931
C -0.127 -0.087 -0.417
O 0.064 -0.165 0.845
F 0.920 -1.279 -0.903
H -1.155 -0.166 -0.738
H 0.874 0.292 1.118

Properties
energy relative to the best compared isomer or geometry (same formula, charge and spin) = 1.2289 eV
net charge = 0
gap between HOMO and LUMO = 0.4197 Ha
electronic energy = -21440.1280 eV
2S+1 = 1
SMILES = O=C(Cl)[C@H](O)F

---

What did the second record say?
Computed, not measured: the molecule C2H2ClFO2 in a non-equilibrium geometry, with ωB97M-V/def2-TZVPD.

Positions of all 8 atoms, in Å:
O 1.524 1.562 -0.621
C 0.703 0.903 -1.156
Cl 0.686 0.680 -2.931
C -0.127 -0.087 -0.417
O 0.064 -0.165 0.845
F 0.920 -1.279 -0.903
H -1.155 -0.166 -0.738
H 0.874 0.292 1.118

Properties
energy relative to the best compared isomer or geometry (same formula, charge and spin) = 1.2289 eV
net charge = 0
gap between HOMO and LUMO = 0.4197 Ha
electronic energy = -21440.1280 eV
2S+1 = 1
SMILES = O=C(Cl)[C@H](O)F

---

Please write out number 1 again, unchanged.
Computed, not measured: a structure of composition C11H20ClO6P in a non-equilibrium geometry, with ωB97M-V/def2-TZVPD.

Positions of all 39 atoms, in Å:
C 0.533 -5.084 2.044
C 0.814 -3.862 2.482
C 1.419 -2.404 2.774
O 2.665 -2.107 2.073
P 2.747 -2.845 0.528
O 3.864 -2.079 -0.256
O 3.304 -4.484 0.606
O 1.312 -2.682 -0.419
Cl 1.209 -1.027 -0.799
H 0.428 -6.220 1.830
H 0.608 -1.573 2.649
H 1.682 -2.386 3.913
H 4.068 -4.498 1.249
C -2.878 -0.045 -3.993
C -3.746 -0.566 -2.872
C -2.779 -0.584 -1.706
O -1.839 0.476 -1.929
C -1.998 0.955 -3.272
H -3.443 0.399 -4.815
H -2.266 -0.859 -4.397
H -4.558 0.141 -2.672
H -4.187 -1.544 -3.075
H -2.219 -1.525 -1.668
H -3.277 -0.436 -0.745
H -2.475 1.939 -3.221
H -1.018 1.066 -3.742
C 1.478 3.930 2.047
C 0.020 3.723 1.710
C 0.100 2.763 0.541
O 1.278 1.969 0.734
C 2.061 2.557 1.782
H 1.648 4.275 3.069
H 1.917 4.662 1.360
H -0.491 3.244 2.553
H -0.511 4.646 1.469
H 0.210 3.300 -0.408
H -0.775 2.112 0.472
H 1.978 1.913 2.664
H 3.110 2.598 1.479

Properties
net charge = 0
gap between HOMO and LUMO = 0.3270 Ha
electronic energy = -45822.3427 eV
2S+1 = 1